Formula: C23H57O22PS6
Source: the Open Molecules 2025 dataset
Level of theory: ωB97M-V/def2-TZVPD

Geometry as XYZ:
```
109
Properties=species:S:1:pos:R:3:forces:R:3
C -2.07946 -2.91795 0.18620 -0.2 0.8 0.1
C -1.30038 -1.78490 -0.45931 0.0 -0.8 -0.9
O -0.05537 -1.45455 0.22565 -0.1 -0.1 -0.1
P -0.27540 -0.90982 1.69404 0.2 0.0 -0.8
O -1.62678 -0.40332 1.88317 -1.1 0.7 0.7
C 0.93029 0.42638 1.87719 0.0 0.1 0.0
C 0.31282 1.73701 2.35674 0.2 0.5 0.1
C -0.39786 1.64227 3.68433 0.6 0.4 0.1
C -1.90994 1.84511 3.67155 0.0 0.4 -0.2
O -2.25024 2.68189 4.81211 0.2 -0.1 0.3
S -0.98713 2.58624 5.77812 -1.4 -0.4 -0.9
O -0.95099 3.63855 6.68279 0.3 2.2 0.6
O -0.99098 1.28420 6.30312 0.5 -1.9 0.5
O 0.04823 2.71850 4.59918 0.6 -0.2 0.0
O 0.06751 -2.17536 2.58029 0.5 0.3 0.4
C 0.03731 -2.00969 4.02089 0.3 -0.6 0.3
C 1.41628 -1.69874 4.58804 0.0 0.1 -0.8
H -2.54454 -3.51289 -0.58384 0.0 -0.4 -0.3
H -2.87573 -2.50562 0.78644 -0.2 0.0 0.5
H -1.42066 -3.51201 0.80094 0.1 -0.4 0.1
H -1.03446 -2.13168 -1.44483 0.7 0.1 -0.3
H -1.90352 -0.90382 -0.60393 -0.1 0.4 0.3
H 1.77077 0.17395 2.50936 0.2 -0.3 0.3
H 1.34804 0.61064 0.89706 0.1 -0.1 -0.4
H 1.13279 2.43187 2.49609 0.2 0.2 0.0
H -0.33339 2.19263 1.62004 -0.2 -0.1 -0.3
H -0.05322 0.75175 4.18097 -0.4 -0.5 0.2
H -2.17400 2.44370 2.81672 -0.3 -0.1 -0.4
H -2.42718 0.90762 3.68856 -0.4 -0.3 0.0
H -0.26195 -2.97137 4.40439 -0.3 -0.4 0.0
H -0.73059 -1.31068 4.32530 -0.2 0.3 -0.1
H 1.66562 -2.33172 5.42444 -0.1 0.0 0.4
H 1.55155 -0.65745 4.83217 0.0 0.3 0.4
H 2.13822 -1.91516 3.81141 0.3 -0.2 -0.2
O -0.17852 -3.75937 -3.13206 -0.1 0.1 -0.1
S 0.50041 -4.65088 -4.02713 0.1 -0.4 0.1
O 0.50103 -4.39381 -5.43128 -0.1 0.2 -0.1
O -0.04966 -6.12495 -3.77231 0.1 0.0 0.1
C -1.47865 -6.31311 -3.78964 -0.5 -0.1 -0.1
C -2.03193 -6.39338 -5.19862 0.1 0.2 -0.1
C 2.14020 -4.91818 -3.46977 0.1 0.1 0.1
H -1.96237 -5.52110 -3.21606 0.1 0.1 0.0
H -1.65142 -7.24946 -3.26292 0.2 0.0 0.0
H -1.94799 -5.43619 -5.71114 0.0 0.0 0.0
H -3.08425 -6.67662 -5.17075 0.0 0.0 0.1
H -1.48182 -7.12941 -5.78402 0.0 -0.1 0.0
H 2.10639 -5.17478 -2.41481 0.0 0.0 0.0
H 2.68571 -3.98669 -3.61603 0.0 0.0 0.0
H 2.59242 -5.71523 -4.05291 0.0 0.0 -0.1
O -5.52849 8.20800 3.66289 0.1 0.2 -0.1
S -5.71010 7.48745 4.88530 -0.1 -0.5 0.0
O -5.35023 8.08152 6.13245 0.0 0.2 0.0
O -5.00062 6.07205 4.75192 -0.1 0.0 0.0
C -3.62022 6.05418 4.32428 0.6 -0.1 -0.1
C -2.65657 6.36548 5.45156 -0.2 0.2 0.1
C -7.36365 6.89313 4.98243 0.0 0.0 0.0
H -3.48767 6.73587 3.48268 -0.2 0.1 0.0
H -3.44755 5.04400 3.95712 -0.2 -0.1 0.1
H -2.74536 7.40071 5.77971 0.0 0.0 -0.1
H -1.63183 6.19665 5.12142 0.0 -0.1 0.0
H -2.85772 5.72837 6.31118 0.1 -0.1 0.0
H -7.60697 6.38454 4.05419 0.0 0.0 0.0
H -8.00702 7.75828 5.12328 0.0 0.0 0.0
H -7.44232 6.22029 5.83160 0.0 0.0 0.0
O 5.72687 -1.07850 -1.34848 0.2 -0.1 -0.1
S 4.36246 -1.13278 -1.77704 -0.4 0.5 0.4
O 3.95699 -2.04916 -2.79130 0.1 -0.4 -0.3
O 3.89564 0.33073 -2.18104 0.0 0.0 0.1
C 4.72034 1.05035 -3.12484 0.2 0.3 -0.5
C 4.47279 0.61117 -4.55444 0.0 -0.2 0.1
C 3.31168 -1.31948 -0.38126 -0.1 0.1 0.0
H 5.77110 0.94537 -2.85099 0.0 -0.1 0.1
H 4.45331 2.09738 -2.99851 -0.1 0.0 0.2
H 4.81747 -0.40878 -4.72242 0.0 0.0 0.0
H 5.00297 1.26866 -5.24317 0.0 0.1 0.0
H 3.40838 0.64001 -4.78499 0.0 0.1 0.0
H 3.58585 -0.57317 0.35969 0.0 0.0 0.0
H 3.46777 -2.32050 0.01442 0.0 0.0 -0.1
H 2.27846 -1.19842 -0.69927 0.0 -0.1 0.0
O 8.04552 -3.11334 -7.17853 -0.1 0.2 -0.1
S 7.48819 -4.08478 -6.28934 0.3 -0.3 0.2
O 6.15000 -3.94073 -5.81194 -0.2 0.1 -0.1
O 8.46956 -4.26440 -5.05121 0.0 -0.1 -0.1
C 8.88621 -3.06898 -4.35508 0.1 0.5 0.4
C 7.82631 -2.56051 -3.39986 -0.2 -0.1 -0.2
C 7.69218 -5.69591 -6.96656 0.0 0.0 0.0
H 9.17281 -2.30323 -5.07719 -0.1 -0.1 -0.1
H 9.78403 -3.35235 -3.80952 0.0 -0.2 -0.1
H 6.95480 -2.19094 -3.93891 0.0 0.0 0.0
H 8.21990 -1.74666 -2.79197 0.1 0.0 0.0
H 7.48557 -3.35837 -2.74140 0.0 0.0 0.1
H 8.72860 -5.82010 -7.26573 0.0 0.0 0.0
H 7.03493 -5.76527 -7.82998 0.0 0.0 0.0
H 7.40974 -6.42797 -6.21543 0.0 0.0 0.0
O -4.28301 2.36438 1.05511 0.2 0.0 -0.1
S -5.71315 2.33697 1.05872 -0.3 0.3 0.4
O -6.42147 1.61047 0.05468 0.1 -0.1 -0.2
O -6.25101 3.83355 1.10435 0.0 -0.1 0.1
C -5.73613 4.75954 0.12386 0.1 0.4 -0.4
C -6.40983 4.60244 -1.22456 0.0 -0.2 0.0
C -6.28785 1.84882 2.64805 0.0 0.0 0.1
H -4.65386 4.64875 0.04461 0.0 -0.1 0.1
H -5.93355 5.74849 0.53229 -0.1 -0.1 0.2
H -6.14984 3.65190 -1.68846 0.0 0.0 0.0
H -6.09924 5.40617 -1.89195 0.0 0.0 0.0
H -7.49359 4.63034 -1.11631 0.0 0.1 0.0
H -5.79014 2.45368 3.40121 0.0 0.0 0.0
H -6.03151 0.79908 2.77136 0.0 0.0 -0.1
H -7.36515 1.98315 2.68535 0.0 0.0 0.0
```
Positions in Å, forces in eV/Å.

Calculated total energy ... -5296.321407 hartree
LUMO ... 0.27 eV
HOMO-LUMO gap ... 11.04 eV
E_HOMO ... -10.8 eV
Energy relative to the best compared isomer or geometry (same formula, charge and spin) ... 0.0 kJ/mol